(a)
A 2-piece molecular cluster, C5H12NO overall. Source: the Open Molecules 2025 dataset; level of theory: the ωB97M-V functional and the def2-TZVPD basis.

Each line ends with the natural charge from an NBO analysis.
CARTESIAN COORDINATES (ANGSTROEM)
O  0.27  1.62  0.77  -0.951
N  0.03  3.63  -0.49  -0.930
C  1.42  -3.25  -0.24  -1.052
C  0.08  -1.11  0.06  -0.457
C  -1.35  -0.79  -0.37  -0.630
C  0.31  -2.60  0.12  -0.328
C  0.01  2.92  0.84  0.133
H  -1.50  -1.07  -1.42  0.174
H  0.75  3.45  1.49  0.053
H  0.92  3.38  -0.91  0.334
H  0.30  -0.63  1.01  0.245
H  -0.71  3.25  -1.06  0.330
H  -1.01  3.17  1.23  0.045
H  -0.48  -3.20  0.58  0.159
H  0.77  -0.73  -0.70  0.193
H  1.49  -4.32  -0.06  0.100
H  2.21  -2.75  -0.81  0.170
H  -1.43  0.30  -0.32  0.241
H  -2.09  -1.26  0.28  0.171

Molar mass, g mol⁻¹: 102.2
HOMO energy (alpha / beta), eV: 4.0344 / -0.4194
Multiplicity: 2
Orbital gap (alpha / beta), eV: 2.7 / 7.1
Charge: -2

(b)
An isolated ion of composition C5H12NO and charge -2. Source: the Open Molecules 2025 dataset; level of theory: the ωB97M-V functional and the def2-TZVPD basis.

Each line ends with the natural charge from an NBO analysis.
CARTESIAN COORDINATES (ANGSTROEM)
O  -3.72  -0.08  -0.10  -0.982
N  -1.43  -0.22  0.54  -0.702
C  2.13  -0.42  -0.55  -1.267
C  -2.71  -0.89  0.23  0.138
C  1.08  1.61  0.47  -0.750
C  -0.29  -0.25  -0.49  -0.239
C  1.00  0.03  0.33  -0.268
H  3.09  0.16  -0.51  0.157
H  1.97  1.85  1.14  0.190
H  1.02  -0.57  1.31  0.188
H  -2.39  -1.56  -0.56  0.044
H  -2.87  -1.60  1.03  0.049
H  -0.41  0.49  -1.25  0.176
H  -1.75  0.67  0.71  0.346
H  2.31  -1.58  -0.46  0.170
H  1.08  1.97  -0.59  0.200
H  -0.10  -1.34  -0.71  0.185
H  1.86  -0.25  -1.62  0.180
H  0.13  2.00  1.08  0.185

Molar mass, g mol⁻¹: 102.2
HOMO energy (alpha / beta), eV: 3.8764 / 0.1943
Multiplicity: 2
Orbital gap (alpha / beta), eV: 3.0 / 6.8
Charge: -2

If we sort the structures by their calculated energies, the order from most to least stable is (a), (b).

(a)
An isolated ion of composition C3H5O2S and charge -1. Source: the Open Molecules 2025 dataset; level of theory: the ωB97M-V functional and the def2-TZVPD basis.

Each line ends with the natural charge from an NBO analysis.
CARTESIAN COORDINATES (ANGSTROEM)
S  -1.42  -1.75  -0.94  -0.139
O  0.35  1.04  1.93  -0.796
O  1.92  1.63  0.40  -0.779
C  0.81  1.20  0.78  0.754
C  0.13  -0.87  -0.38  -0.474
C  -0.12  0.66  -0.34  -0.524
H  -1.20  0.80  -0.11  0.194
H  -1.85  -1.68  0.33  0.129
H  0.92  -1.18  -1.04  0.204
H  0.08  1.20  -1.27  0.194
H  0.38  -1.05  0.65  0.238

Molar mass, g mol⁻¹: 105.1
HOMO energy, eV: -4.0472
Orbital gap, eV: 7.3
SMILES: O=C([O-])CCS
Charge: -1

(b)
A 2-piece molecular cluster, C3H5O2S overall. Source: the Open Molecules 2025 dataset; level of theory: the ωB97M-V functional and the def2-TZVPD basis.

Each line ends with the natural charge from an NBO analysis.
CARTESIAN COORDINATES (ANGSTROEM)
S  -1.46  -1.20  0.21  -0.044
O  -1.77  1.71  -0.13  -0.790
O  -2.96  -0.69  -0.36  -0.907
C  2.13  -1.01  -0.28  -0.197
C  -0.86  0.94  0.30  0.067
C  3.14  -0.40  -0.09  -0.291
H  4.03  0.14  0.03  0.217
H  -0.65  0.92  1.38  0.103
H  1.20  -1.51  -0.37  0.249
H  0.06  0.81  -0.30  0.107
H  -2.84  0.29  -0.40  0.485

Molar mass, g mol⁻¹: 105.1
HOMO energy, eV: -2.8854
Orbital gap, eV: 6.5
Charge: -1

If we sort the structures by their calculated energies, the order from most to least stable is (a), (b).

(a)
A 11-piece molecular cluster, C18H58O14 overall. Source: the Open Molecules 2025 dataset; level of theory: the ωB97M-V functional and the def2-TZVPD basis.

Each line ends with the Löwdin charge.
CARTESIAN COORDINATES (ANGSTROEM)
O  -3.66  -4.93  -1.20  -0.121
O  -0.78  2.45  -2.43  -0.065
O  2.63  2.58  -5.83  -0.037
O  0.03  -1.47  -0.92  -0.069
O  1.82  -0.59  4.16  -0.080
O  4.62  -3.88  -4.38  -0.125
O  -3.39  -1.51  -1.38  -0.114
O  3.33  4.89  3.46  -0.067
O  -5.77  -3.07  -1.49  -0.069
O  -1.50  -1.84  1.56  -0.145
O  0.39  0.64  1.00  -0.065
O  0.70  -4.13  -0.44  -0.116
O  0.31  0.27  -4.31  -0.057
O  -1.30  2.88  2.60  -0.082
C  1.77  -4.16  0.44  -0.159
C  -3.17  2.67  -1.98  -0.063
C  1.70  1.57  -5.88  -0.254
C  2.98  3.65  2.96  -0.355
C  1.92  -0.02  6.48  -0.097
C  1.52  -0.11  0.49  -0.208
C  -4.54  -1.24  -0.36  -0.131
C  1.71  0.47  5.10  -0.330
C  1.28  -0.79  -0.84  -0.212
C  -1.44  5.31  2.74  -0.083
C  -2.31  -4.59  -0.73  -0.134
C  -5.88  -1.71  -1.01  -0.221
C  -2.01  1.81  -2.51  -0.348
C  1.54  0.87  -4.51  -0.268
C  -2.09  4.04  2.33  -0.329
C  3.24  3.60  1.48  -0.068
C  4.22  -2.92  -3.38  -0.142
C  -0.86  -2.49  2.70  -0.098
H  3.60  -3.35  -2.60  0.060
H  -4.49  -1.89  0.51  0.110
H  -1.72  5.67  3.73  0.073
H  -2.08  0.94  -1.86  0.090
H  0.12  -2.36  -0.58  0.028
H  -0.94  -1.09  1.34  0.022
H  3.03  2.60  1.08  0.045
H  1.33  -0.11  -1.68  0.105
H  3.52  2.93  3.58  0.103
H  2.74  -4.32  -0.02  0.084
H  -3.07  3.83  2.77  0.111
H  -2.83  2.97  -0.98  0.057
H  2.45  1.24  4.91  0.095
H  0.51  -0.66  -4.16  0.098
H  -2.57  -1.39  -0.89  0.020
H  -2.34  4.13  1.27  0.094
H  0.27  1.42  0.46  0.085
H  1.80  -3.20  0.96  0.067
H  1.93  3.40  3.12  0.099
H  -4.21  -4.20  -0.91  0.019
H  -4.51  -0.16  -0.26  0.104
H  2.69  4.26  0.82  0.085
H  -5.37  -3.07  -2.36  0.093
H  -0.36  5.35  2.62  0.076
H  0.71  1.97  -6.10  0.123
H  -0.87  -3.56  2.52  0.071
H  4.51  -3.61  -5.29  0.071
H  0.21  -2.26  2.69  0.053
H  1.70  0.76  7.21  0.081
H  -1.66  -5.22  -1.34  0.072
H  -3.23  3.54  -2.64  0.073
H  2.02  -1.58  -0.97  0.112
H  1.62  -4.88  1.25  0.094
H  -1.37  -2.14  3.60  0.083
H  1.85  -0.19  3.28  0.047
H  0.52  -5.07  -0.56  0.093
H  3.24  5.00  4.41  0.088
H  5.11  -2.53  -2.89  0.078
H  2.90  -0.46  6.65  0.079
H  -6.08  -1.02  -1.83  0.110
H  -4.14  2.20  -1.87  0.069
H  4.32  3.62  1.34  0.078
H  -2.25  -4.82  0.33  0.072
H  -0.21  1.73  -2.73  0.032
H  2.32  0.15  -4.27  0.108
H  2.36  0.55  0.32  0.110
H  -2.09  1.42  -3.52  0.113
H  1.66  1.59  -3.69  0.108
H  3.61  -2.16  -3.87  0.062
H  3.20  2.58  -6.60  0.094
H  1.98  0.76  -6.55  0.121
H  -6.62  -1.47  -0.26  0.116
H  0.72  0.88  4.89  0.118
H  1.71  -0.83  1.29  0.098
H  -1.77  2.13  2.22  0.071
H  1.34  -0.88  6.79  0.076
H  -1.80  6.12  2.10  0.074
H  -1.98  -3.55  -0.71  0.045

Molar mass, g mol⁻¹: 498.6
HOMO energy, eV: -9.5596
Orbital gap, eV: 9.8
SMILES: OCCO.OCCO.OCCO.CCO.CCO.CCO.CCO.CO.CO.CO.CO

(b)
A 11-piece molecular cluster, C18H58O14 overall. Source: the Open Molecules 2025 dataset; level of theory: the ωB97M-V functional and the def2-TZVPD basis.

Each line ends with the Löwdin charge.
CARTESIAN COORDINATES (ANGSTROEM)
O  3.52  1.47  1.90  -0.139
O  2.85  -2.09  -1.94  -0.200
O  -1.16  -4.04  -0.45  -0.069
O  -1.81  4.13  -2.43  -0.148
O  -3.74  2.69  -0.91  -0.145
O  -3.00  -5.82  3.68  -0.128
O  -0.16  -0.28  -4.63  -0.141
O  5.16  -2.28  -0.06  -0.164
O  0.14  -1.98  1.04  -0.223
O  0.29  4.58  0.88  -0.174
O  -4.63  -0.39  -1.61  -0.126
O  -0.67  2.48  3.05  -0.212
O  2.35  0.08  -0.14  -0.039
O  -0.47  0.41  -0.37  -0.206
C  5.07  -3.05  1.11  -0.113
C  -1.69  -5.68  3.12  -0.155
C  3.47  -3.30  -1.54  -0.209
C  0.47  3.16  0.99  -0.160
C  -4.46  -0.39  -3.02  -0.157
C  -0.77  -1.01  1.52  -0.168
C  -1.43  -0.37  0.31  -0.174
C  -0.86  5.08  1.51  -0.118
C  -0.50  1.92  4.34  -0.097
C  1.04  -2.46  2.02  -0.074
C  4.93  -3.00  -1.23  -0.204
C  -3.62  2.86  0.49  -0.150
C  3.68  0.51  2.91  -0.190
C  1.50  -2.23  -2.37  -0.056
C  -0.95  0.90  -1.60  -0.094
C  0.58  2.63  2.42  -0.213
C  -0.09  1.05  -5.18  -0.140
C  -2.43  5.17  -3.20  -0.112
H  1.05  -3.20  -2.15  0.082
H  -4.17  0.36  -1.24  0.032
H  -3.93  3.84  0.86  0.080
H  -1.55  -4.63  2.85  0.062
H  -0.73  6.16  1.66  0.088
H  -1.89  1.46  -1.57  0.070
H  -3.63  -5.41  3.09  0.071
H  -0.99  -0.65  -4.93  0.074
H  2.95  -3.76  -0.69  0.112
H  0.49  1.65  -4.49  0.073
H  3.10  1.00  1.13  0.028
H  -1.87  -1.13  -0.34  0.133
H  3.44  -4.05  -2.33  0.131
H  -2.19  6.13  -2.73  0.084
H  -0.16  1.53  -2.00  0.095
H  -1.08  1.51  -5.28  0.077
H  5.34  -2.41  -2.05  0.134
H  1.73  -3.18  1.57  0.080
H  -0.35  2.62  0.52  0.099
H  5.52  -3.93  -1.23  0.127
H  -0.87  4.33  -2.39  0.091
H  1.40  3.00  0.47  0.130
H  -3.15  3.28  -1.42  0.031
H  -1.78  5.00  0.93  0.069
H  1.47  -1.97  -3.43  0.085
H  -0.55  -4.74  -0.73  0.029
H  0.53  -2.92  2.86  0.091
H  -1.46  1.87  4.86  0.087
H  -1.56  -1.47  2.13  0.138
H  -2.59  2.76  0.85  0.055
H  -0.29  -0.25  2.15  0.111
H  -2.26  0.23  0.71  0.126
H  4.59  0.66  3.50  0.077
H  0.88  -1.53  -1.81  0.074
H  -4.24  2.06  0.92  0.086
H  1.69  -1.65  2.37  0.078
H  -3.50  4.98  -3.20  0.083
H  -1.16  0.14  -2.36  0.077
H  -5.16  -1.06  -3.51  0.076
H  -1.56  -6.29  2.22  0.074
H  -0.13  0.90  4.24  0.079
H  1.41  -0.16  -0.14  0.023
H  2.79  -0.61  -0.67  0.047
H  -4.41  0.63  -3.42  0.078
H  0.10  2.60  4.96  0.094
H  -0.63  -3.47  0.15  0.002
H  5.01  -2.48  2.03  0.079
H  5.95  -3.69  1.24  0.092
H  3.72  -0.51  2.51  0.051
H  0.35  0.99  -6.17  0.076
H  -3.48  -0.85  -3.23  0.063
H  -1.04  4.63  2.49  0.081
H  -0.99  -6.04  3.87  0.078
H  1.04  1.64  2.27  0.097
H  2.85  0.52  3.63  0.066
H  1.27  3.26  2.99  0.140
H  4.14  -3.64  1.09  0.072
H  -2.09  5.19  -4.24  0.079

Molar mass, g mol⁻¹: 498.6
HOMO energy, eV: -9.2975
Orbital gap, eV: 9.7
SMILES: COCCOC.COCCOC.COCCOC.CO.CO.CO.CO.CO.CO.O.O

If we sort the structures by their calculated energies, the order from most to least stable is (b), (a).